DFT (wB97M-V/def2-TZVPD) results for a structure of composition C20H28N8V.

XYZ file:
```
57
Properties=species:S:1:pos:R:3:forces:R:3:mulliken_charge:R:1
V -0.364 0.641 -0.298 -0.026 0.400 -0.232 -0.03
N -1.217 0.348 1.603 -0.260 -0.016 0.676 -0.04
C -1.196 1.542 2.490 0.092 0.202 -0.002 -0.78
C -0.197 2.563 1.952 -0.167 -0.057 0.171 -0.66
N -0.228 2.626 0.468 0.003 0.774 0.517 -0.06
C -1.310 3.472 -0.086 -0.209 -0.062 0.022 -0.63
C -2.593 2.675 -0.286 0.077 0.213 0.031 -0.68
N -2.271 1.419 -1.005 -0.180 0.418 -0.216 -0.27
H -2.162 -0.015 1.533 -0.018 -0.074 0.163 0.37
H -0.675 -0.399 2.019 -0.053 -0.083 0.075 -0.08
H -0.916 1.280 3.511 -0.049 -0.027 0.006 0.48
H -2.194 1.970 2.544 -0.034 -0.040 -0.026 0.35
H 0.810 2.261 2.241 0.030 0.018 -0.063 0.44
H -0.401 3.539 2.402 0.077 -0.001 -0.009 0.44
H 0.646 3.065 0.198 -0.001 -0.019 -0.027 0.36
H -0.980 3.854 -1.055 0.060 -0.007 0.013 0.37
H -1.513 4.336 0.553 0.035 0.017 -0.024 0.39
H -3.317 3.286 -0.827 -0.015 -0.033 0.006 0.47
H -3.045 2.422 0.670 -0.007 -0.078 0.005 0.23
H -2.162 1.633 -1.993 -0.136 -0.020 -0.041 0.29
H -3.063 0.784 -0.955 0.029 -0.094 -0.012 0.30
C 2.029 0.992 -2.144 0.107 -0.080 0.032 -1.18
N 0.567 0.932 -2.322 -0.026 -0.151 -0.236 -0.10
C 0.090 -0.138 -3.225 0.018 -0.168 -0.060 -1.26
C -0.590 -1.217 -2.444 -0.198 -0.266 -0.128 0.36
N -0.785 -1.157 -1.143 -0.149 -0.729 -0.670 0.49
C -1.487 -2.318 -0.809 -0.073 -0.345 -0.280 0.34
C -1.947 -2.804 0.414 0.014 0.040 0.060 -0.47
C -2.642 -3.997 0.414 0.014 0.011 0.037 -0.91
C -2.879 -4.710 -0.769 0.007 0.008 -0.061 -0.54
C -2.417 -4.255 -1.986 0.021 -0.063 -0.081 -1.08
C -1.716 -3.057 -1.978 -0.083 0.104 0.373 0.66
N -1.130 -2.320 -2.997 0.160 0.060 -0.037 -0.08
C 2.431 0.522 -0.781 0.279 -0.013 0.049 0.35
N 1.588 0.226 0.188 0.569 -0.019 0.058 0.39
C 2.377 -0.118 1.293 0.474 -0.012 0.048 0.18
C 2.056 -0.530 2.586 -0.088 -0.001 -0.080 -0.23
C 3.094 -0.796 3.456 -0.082 -0.025 0.092 -1.00
C 4.435 -0.664 3.075 0.008 0.027 -0.081 -0.56
C 4.774 -0.267 1.798 0.086 0.010 -0.021 -1.07
C 3.726 -0.004 0.929 -0.271 -0.005 0.179 0.61
N 3.716 0.412 -0.394 -0.068 -0.046 -0.102 -0.09
H 2.374 2.021 -2.269 -0.051 0.014 -0.017 0.48
H 2.551 0.398 -2.900 -0.019 0.024 -0.021 0.45
H 0.278 1.817 -2.717 0.024 0.029 -0.044 0.28
H 0.909 -0.566 -3.809 -0.009 0.036 -0.030 0.47
H -0.624 0.271 -3.943 0.044 0.064 -0.009 0.46
H -1.756 -2.290 1.346 0.006 0.012 -0.011 0.31
H -3.007 -4.401 1.348 0.004 0.021 0.004 0.44
H -3.432 -5.639 -0.723 0.012 0.001 -0.005 0.42
H -2.588 -4.808 -2.901 -0.012 -0.008 0.025 0.43
H -1.099 -2.586 -3.968 0.038 0.030 -0.013 0.23
H 1.036 -0.664 2.918 0.019 0.012 0.022 0.43
H 2.867 -1.121 4.463 -0.001 0.005 -0.008 0.45
H 5.213 -0.880 3.793 0.007 -0.003 -0.010 0.43
H 5.806 -0.161 1.487 -0.003 -0.026 0.037 0.44
H 4.531 0.572 -0.964 -0.030 0.021 -0.041 0.24
```
Positions in Å, forces in eV/Å.

The value obtained for the lowest unoccupied orbital energy (alpha / beta) is -5.2 / -5.2 eV. As for the total energy: -2160.59451 Ha. The net charge is +2. The HOMO energy (alpha / beta) is -0.450 / -0.430 hartree. As for the HOMO-LUMO gap (alpha / beta): 7.024 / 6.474 eV. The spin multiplicity is 2.

---

DFT (wB97M-V/def2-TZVPD) results for a structure of composition C20H28NO2SeZr.

XYZ file:
```
53
Properties=species:S:1:pos:R:3:forces:R:3:mulliken_charge:R:1
O 0.757 -1.472 -2.184 0.450 -0.256 -0.172 -0.32
C 1.649 -1.562 -3.328 0.078 0.034 -0.139 -0.41
C 1.877 -3.065 -3.141 -0.696 0.237 0.101 -0.94
H 2.536 -0.950 -3.148 -0.032 0.071 -0.255 0.21
H 1.173 -1.311 -4.285 0.031 0.262 0.381 0.26
C 0.961 -2.889 -1.896 0.387 -0.280 0.035 1.71
H 2.913 -3.352 -2.963 -0.202 -0.182 0.005 0.36
H 1.391 -3.674 -3.915 0.419 0.081 0.180 0.31
C 1.687 -3.107 -0.578 0.150 -0.144 0.035 -1.32
H 2.680 -2.638 -0.579 -0.214 -0.007 -0.036 0.40
H 1.835 -4.183 -0.409 -0.037 0.251 -0.041 0.46
H 1.110 -2.720 0.269 -0.058 -0.003 -0.077 -0.09
C -0.353 -3.629 -1.953 0.036 -0.143 0.108 -1.62
H -0.898 -3.359 -2.863 0.007 -0.047 0.219 0.40
H -0.947 -3.389 -1.064 -0.090 0.003 -0.226 0.25
H -0.167 -4.708 -1.955 -0.074 0.097 -0.011 0.43
Zr -0.957 1.334 1.583 -5.265 0.628 -2.983 1.53
C -3.363 0.818 -0.154 0.398 0.988 0.864 -0.79
C -3.275 1.933 -1.044 -0.025 -0.293 0.166 -0.29
C -2.398 1.586 -2.096 -0.204 -0.341 0.342 -1.03
H -3.831 2.874 -0.943 0.371 -0.542 -0.047 0.63
C -1.938 0.259 -1.877 -0.088 0.306 0.356 -0.14
C -2.542 -0.230 -0.683 1.410 0.066 0.291 -0.38
H -2.474 -1.254 -0.300 -0.113 0.411 -0.321 0.42
H -4.046 0.728 0.699 0.143 0.029 -0.511 0.45
H -2.171 2.210 -2.963 -0.006 -0.245 0.400 0.44
H -1.276 -0.311 -2.517 -0.105 0.128 0.165 0.48
C -2.481 0.555 3.294 0.422 -0.780 0.483 -0.52
C -2.078 -0.563 2.494 0.257 -0.211 1.208 -0.44
C -0.667 -0.757 2.682 -0.539 0.175 1.242 -0.46
H -2.735 -1.231 1.945 0.179 0.383 -0.015 0.64
C -0.207 0.245 3.611 -0.647 -0.663 -0.055 -0.67
C -1.324 1.067 3.971 -0.163 -0.826 -0.059 -0.38
H -1.325 1.860 4.723 0.051 -0.165 -0.503 0.48
H -3.514 0.867 3.466 0.493 0.159 -0.366 0.47
H -0.078 -1.581 2.281 -0.134 0.343 -0.034 0.50
H 0.796 0.296 4.035 -0.310 0.182 -0.295 0.50
O 0.984 1.394 1.266 3.324 0.559 -1.221 -0.37
C 2.050 0.391 1.040 0.014 0.137 0.243 0.09
C 3.081 1.093 0.154 -0.531 -0.631 -0.228 -0.29
H 1.558 -0.471 0.575 0.249 0.227 0.054 -0.32
H 2.440 0.137 2.033 -0.086 0.003 -0.199 0.31
C 2.884 2.612 0.322 -0.216 0.116 -0.029 -0.74
H 2.882 0.788 -0.882 0.247 0.150 0.254 0.03
H 4.065 0.740 0.461 0.058 0.181 -0.222 0.45
C 1.573 2.781 1.105 -0.007 -0.263 0.138 -0.35
H 2.804 3.108 -0.656 0.049 -0.231 0.367 0.35
H 3.715 3.081 0.863 -0.268 -0.151 -0.066 0.28
H 0.797 3.346 0.574 0.304 0.106 0.243 0.37
H 1.724 3.124 2.135 -0.090 0.167 -0.353 0.29
Se -2.829 5.704 0.289 0.184 -0.598 0.395 -0.02
C -2.247 4.252 1.029 0.303 -0.257 0.048 0.28
N -1.800 3.223 1.470 0.190 0.779 0.143 -0.88
```
Positions in Å, forces in eV/Å.

The value obtained for the lowest unoccupied orbital energy (alpha / beta) is -4.2 / -4.2 eV. As for the total energy: -3432.29203 Ha. The net charge is +1. The HOMO energy (alpha / beta) is -0.368 / -0.368 hartree. As for the HOMO-LUMO gap (alpha / beta): 5.856 / 5.856 eV.

---

DFT (wB97M-V/def2-TZVPD) results for a structure of composition C20H29B2Cl2F4N10O5SSeZr.

XYZ file:
```
75
Properties=species:S:1:pos:R:3:forces:R:3:mulliken_charge:R:1
Zr 0.589 -0.256 0.424 0.161 -0.097 0.228 -1.40
C -3.208 -2.670 -0.401 0.026 -0.076 0.064 -2.01
C -2.181 -1.712 0.082 -0.068 0.156 -0.252 0.47
N -1.070 -1.501 -0.515 -0.010 -0.062 0.176 1.16
O -0.749 -2.253 -1.588 0.027 0.009 -0.037 -0.49
B -0.600 -1.416 -2.850 0.006 -0.045 -0.009 1.05
F -1.748 -0.650 -2.993 -0.007 0.013 0.011 -0.40
F -0.339 -2.284 -3.860 0.012 0.004 0.011 -0.35
O 0.587 -0.493 -2.728 -0.008 -0.003 -0.003 -0.88
N 0.401 0.423 -1.749 0.140 0.108 0.076 1.17
C 0.314 1.657 -2.072 -0.322 -0.125 -0.048 0.23
C 0.268 2.153 -3.471 0.152 0.035 0.006 -2.04
C 0.017 2.548 -0.911 -0.262 0.064 -0.111 0.24
N -0.042 1.955 0.224 0.094 -0.098 -0.034 1.97
O -0.447 2.722 1.283 0.027 0.018 0.004 -0.70
B -1.776 2.263 1.866 -0.098 0.082 -0.057 0.56
F -2.682 2.188 0.804 0.047 -0.006 0.029 -0.37
F -2.087 3.151 2.842 0.025 -0.033 -0.003 -0.32
O -1.665 0.907 2.495 0.001 -0.003 0.044 -0.83
N -1.434 -0.063 1.570 0.229 -0.032 0.002 1.78
C -2.439 -0.768 1.212 -0.314 -0.007 -0.321 0.27
C -3.831 -0.563 1.688 0.068 -0.044 0.185 -2.07
C -0.391 3.957 -1.134 0.096 0.022 0.033 -1.85
H -2.849 -3.181 -1.288 -0.009 -0.004 -0.001 0.40
H -3.448 -3.402 0.373 -0.007 0.017 0.014 0.43
H -4.127 -2.132 -0.640 0.006 0.003 -0.005 0.45
H 0.475 1.340 -4.159 -0.007 0.006 -0.005 0.41
H -0.728 2.552 -3.674 0.002 0.002 -0.005 0.36
H 0.993 2.953 -3.618 -0.003 0.003 0.008 0.44
H -4.339 0.085 0.969 -0.001 0.000 0.001 0.36
H -4.370 -1.507 1.742 -0.005 0.004 0.001 0.57
H -3.839 -0.059 2.650 0.010 0.002 -0.006 0.41
H 0.149 4.392 -1.970 0.002 0.005 0.000 0.51
H -1.460 3.963 -1.369 -0.002 0.007 0.004 0.32
H -0.252 4.550 -0.235 0.002 -0.003 0.000 0.45
N 4.470 0.277 2.601 0.004 0.040 0.056 -0.77
N 3.895 1.543 2.479 -0.028 0.073 0.034 0.07
C 2.587 1.794 2.432 0.147 -0.134 -0.145 0.29
N 2.181 3.007 2.116 0.047 0.063 0.040 -0.20
S 1.443 0.552 2.806 -0.064 -0.003 0.138 -0.28
H 4.286 -0.081 3.531 0.003 -0.019 -0.001 0.29
H 4.040 -0.338 1.917 -0.003 -0.004 -0.009 0.24
H 4.547 2.271 2.224 0.004 -0.004 -0.011 0.28
H 2.834 3.710 1.803 -0.009 -0.002 -0.017 0.25
H 1.181 3.165 2.014 -0.065 0.025 0.088 0.28
Cl 2.777 -2.411 -1.463 0.009 -0.001 0.039 -0.14
C 2.102 -3.810 -2.249 -0.014 -0.018 0.013 1.08
C 2.442 -4.016 -3.574 0.006 0.007 -0.008 -0.82
C 1.873 -5.060 -4.279 -0.005 -0.001 -0.001 -0.54
C 0.961 -5.891 -3.653 -0.004 -0.003 0.002 -0.61
C 0.652 -5.683 -2.323 0.005 0.005 -0.003 0.74
Cl -0.503 -6.747 -1.563 0.001 0.006 0.001 -0.27
C 1.214 -4.645 -1.570 -0.002 -0.024 0.023 -1.07
N 0.801 -4.447 -0.244 0.006 0.009 -0.011 0.31
H 3.131 -3.332 -4.049 0.001 0.000 0.001 0.42
H 2.125 -5.214 -5.318 -0.001 0.000 0.000 0.41
H 0.489 -6.706 -4.184 -0.001 0.001 0.000 0.44
C 0.183 -2.583 3.901 -0.007 0.006 0.000 -0.72
N 0.829 -3.555 3.016 -0.038 -0.016 0.016 0.28
C 1.072 -4.880 3.608 0.002 -0.005 -0.016 -1.08
C 1.171 -3.254 1.782 -0.023 -0.004 0.078 0.64
C 1.743 -4.302 0.847 0.005 -0.020 -0.004 -1.31
O 0.988 -2.087 1.327 -0.110 -0.148 -0.043 -0.54
H 0.853 -2.327 4.721 0.010 0.012 -0.005 0.33
H -0.721 -3.035 4.307 0.008 0.002 0.008 0.42
H -0.078 -1.683 3.359 -0.002 -0.012 -0.007 -0.14
H 0.658 -4.872 4.612 0.011 0.005 0.005 0.41
H 2.137 -5.089 3.678 -0.002 -0.008 0.000 0.35
H 0.576 -5.665 3.042 -0.002 0.006 -0.006 0.38
H 1.932 -5.243 1.362 0.009 0.006 -0.001 0.66
H 2.698 -3.928 0.487 -0.012 0.017 -0.003 0.48
H 0.063 -5.097 -0.013 -0.011 0.009 -0.004 0.20
Se 3.733 2.661 -1.234 0.055 0.127 -0.054 -0.12
C 3.116 1.201 -0.521 -0.018 -0.194 0.038 0.24
N 2.639 0.236 -0.028 0.079 0.281 -0.237 -0.23
```
Positions in Å, forces in eV/Å.

The value obtained for the lowest unoccupied orbital energy is -4.3 eV. As for the total energy: -5919.71196 Ha. The net charge is +1. The HOMO energy is -0.402 hartree. As for the HOMO-LUMO gap: 6.613 eV.

---

DFT (wB97M-V/def2-TZVPD) results for a structure of composition C20H29CaClNO2S5Se2.

XYZ file:
```
61
Properties=species:S:1:pos:R:3:forces:R:3:mulliken_charge:R:1
Ca 0.856 0.393 -0.279 0.086 -0.425 -1.427 0.82
C -4.294 2.530 1.013 0.288 -0.108 -0.218 -1.02
Se -2.768 2.265 -0.193 -0.041 -0.078 0.128 0.11
C -3.346 0.530 -0.898 0.015 -0.003 0.200 -0.65
C -3.208 -0.647 0.058 0.256 -0.075 -0.046 -0.86
Se -1.318 -1.618 -0.221 -1.407 0.202 -0.103 0.43
C -1.688 -2.631 1.394 0.125 0.100 -0.084 -0.74
H -5.192 2.705 0.425 -0.034 -0.004 0.029 0.30
H -4.077 3.402 1.625 -0.020 -0.003 0.018 0.33
H -4.418 1.652 1.644 -0.008 0.028 0.025 0.30
H -2.722 0.388 -1.783 -0.079 0.007 -0.059 0.16
H -4.376 0.689 -1.226 0.029 -0.043 -0.090 0.46
H -3.979 -1.387 -0.177 0.053 -0.067 0.065 0.35
H -3.325 -0.356 1.106 -0.005 0.054 -0.026 0.28
H -2.672 -3.082 1.287 -0.008 -0.002 0.031 0.38
H -1.684 -1.969 2.260 -0.017 -0.013 0.018 0.02
H -0.936 -3.405 1.502 0.028 -0.038 0.031 0.25
O 5.956 4.837 0.644 -0.020 -0.032 0.002 -0.63
C 5.062 4.109 0.271 0.079 0.063 0.028 0.60
S 3.364 4.573 0.242 -0.106 -0.083 -0.083 -0.19
C 2.705 3.065 -0.415 0.491 -0.019 0.141 -0.04
C 3.601 2.084 -0.670 0.055 0.434 0.188 0.25
S 3.302 0.501 -1.312 0.355 -0.448 -0.321 -0.52
S 5.294 2.464 -0.303 -0.124 -0.068 -0.039 -0.21
S 0.986 3.025 -0.656 -0.517 0.504 -0.034 -0.44
C 1.191 -0.025 4.781 0.030 0.013 -0.040 -1.17
C -0.211 0.131 4.213 0.001 -0.075 -0.429 -0.61
S -0.246 0.794 2.494 -0.631 0.604 1.543 0.86
O 0.979 0.210 1.853 0.564 -0.265 0.780 -0.98
C 0.139 2.550 2.827 -0.069 -0.168 -0.107 -0.52
C 1.601 2.827 3.129 0.051 -0.070 0.033 -1.10
H 1.227 -0.857 5.484 -0.055 0.009 0.011 0.41
H 1.520 0.873 5.298 0.031 -0.009 -0.028 0.25
H 1.889 -0.243 3.971 0.037 0.006 0.060 0.29
H -0.859 0.777 4.805 -0.047 -0.018 -0.025 0.50
H -0.696 -0.840 4.106 -0.028 0.009 0.045 0.27
H -0.546 2.861 3.619 -0.029 -0.022 -0.021 0.57
H -0.145 3.041 1.895 -0.029 0.006 -0.024 0.23
H 1.845 2.690 4.181 -0.004 -0.015 -0.021 0.24
H 1.846 3.849 2.847 -0.025 0.011 -0.032 0.38
H 2.235 2.169 2.532 0.042 0.067 -0.002 0.27
Cl 1.150 -8.515 0.949 0.017 -0.100 0.018 -0.27
C 1.080 -6.818 0.531 -0.063 0.030 0.012 0.32
C 1.351 -5.859 1.495 0.004 -0.026 -0.067 -0.70
C 1.289 -4.520 1.158 0.032 -0.058 0.004 -0.17
C 0.949 -4.087 -0.141 -0.092 0.228 0.060 0.13
C 0.806 -2.686 -0.453 0.497 -0.024 0.085 -1.23
C 0.685 -5.098 -1.087 -0.044 -0.020 -0.021 -0.49
C 0.746 -6.440 -0.761 0.067 -0.002 0.038 -0.66
H 1.621 -6.168 2.497 0.002 0.013 0.008 0.38
H 1.524 -3.774 1.910 0.001 0.002 0.005 0.37
H 1.388 -2.057 0.222 0.311 -0.104 0.037 0.62
H 0.999 -2.447 -1.500 -0.043 0.034 0.004 0.42
H 0.426 -4.807 -2.098 -0.002 -0.016 -0.004 0.34
H 0.551 -7.201 -1.506 -0.029 0.010 -0.010 0.38
C 0.425 0.376 -5.018 0.110 0.014 -0.172 -1.04
C 0.056 0.312 -3.620 -0.043 0.016 0.216 0.20
N -0.207 0.274 -2.507 -0.021 0.035 -0.344 -0.06
H 0.823 -0.587 -5.332 -0.007 0.013 -0.010 0.29
H 1.194 1.138 -5.142 -0.006 -0.008 0.014 0.29
H -0.442 0.629 -5.625 -0.003 -0.002 0.010 0.32
```
Positions in Å, forces in eV/Å.

The value obtained for the lowest unoccupied orbital energy is 1.9 eV. As for the total energy: -8916.42553 Ha. The net charge is -1. The HOMO energy is -0.123 hartree. As for the HOMO-LUMO gap: 5.276 eV.

---

Q: Which of these has the highest net charge?
A: C20H28N8V

---

Q: Which value of net charge does entry 3 give?
A: +1

---

Q: net charge of number 2 (C20H28NO2SeZr)?
A: +1

---

Q: Which of these has the lowest net charge?
A: C20H29CaClNO2S5Se2